# C39H45N5O2P2Tl

C39H45N5O2P2Tl as an isolated structure in a non-equilibrium geometry (the ωB97M-V functional and the def2-TZVPD basis, OMol25).

Geometry as ORCA input:
```
! RIJCOSX wB97M-V def2-TZVPD def2/J DEFGRID3
* xyz -1 1
Tl 0.32938 -0.80674 -2.49868
C -0.00404 -3.37017 4.21058
C 1.09157 -2.55170 3.97730
C 1.62702 -2.44274 2.70144
C 1.08318 -3.16062 1.63819
C -0.01965 -3.97618 1.88597
C -0.56098 -4.08220 3.15821
P 1.70442 -3.04871 -0.09836
C 3.01220 -4.34428 -0.03890
C 3.20562 -5.28049 0.97349
C 4.19628 -6.24769 0.85803
C 5.00582 -6.29590 -0.26554
C 4.82028 -5.36879 -1.28515
C 3.82985 -4.40988 -1.17200
C 2.71724 -1.53644 -0.00204
C 3.99664 -1.51765 0.56194
C 4.68960 -0.32375 0.64940
C 4.09979 0.83524 0.16236
C 2.83976 0.78493 -0.41143
C 2.06470 -0.38746 -0.52873
H -0.42614 -3.44250 5.20604
H 1.53172 -1.99263 4.79564
H 2.47348 -1.79162 2.52562
H -0.46829 -4.51271 1.06387
H -1.42420 -4.71507 3.32655
H 2.58567 -5.24910 1.86121
H 4.34604 -6.96760 1.65475
H 5.78698 -7.04226 -0.34494
H 5.45259 -5.40086 -2.16447
H 3.67513 -3.68298 -1.96269
H 4.45881 -2.43014 0.92760
H 5.68516 -0.29225 1.07941
H 4.63981 1.77739 0.22926
H 2.42748 1.70935 -0.81243
O -1.24247 -2.50384 -1.52167
C -2.38249 -3.02591 -1.74180
C -2.60404 -4.41555 -1.46786
C -3.82933 -5.02078 -1.57972
C -4.93852 -4.29681 -2.02547
C -4.75768 -2.97422 -2.37138
C -3.52783 -2.31818 -2.25070
C -3.41527 -0.93828 -2.67981
N -2.31102 -0.25826 -2.92522
C -2.68883 0.96437 -3.40319
C -4.04526 1.05466 -3.44478
N -4.50127 -0.15684 -2.97582
H -1.73691 -4.99234 -1.17278
H -3.94385 -6.06921 -1.32528
H -5.91013 -4.76421 -2.12431
H -5.61320 -2.44039 -2.77544
H -1.94828 1.69792 -3.67555
H -4.71271 1.84501 -3.74150
H -5.46301 -0.41504 -2.86472
O -0.47247 1.69338 -1.38390
P -0.36832 2.66102 -0.28083
N 0.71727 3.91398 -0.56673
C 1.13009 4.03499 -1.97586
C 2.19312 5.12187 -1.93494
C 2.93057 4.80245 -0.63138
C 1.81473 4.33500 0.31120
N -1.85931 3.42289 -0.07538
C -2.96243 3.16151 -1.00469
C -4.04306 4.13612 -0.55219
C -3.21973 5.35673 -0.13491
C -2.01607 4.72379 0.56647
N 0.01791 2.01119 1.19193
C -0.73213 0.76137 1.47454
C -0.76673 0.68586 2.99565
C -0.79525 2.15765 3.41159
C 0.19060 2.77901 2.42594
H 0.26848 4.29060 -2.59603
H 1.54889 3.09452 -2.35027
H 1.72976 6.10940 -1.86875
H 2.84312 5.09174 -2.80864
H 3.46248 5.66166 -0.22334
H 3.64699 3.99583 -0.79584
H 1.47807 5.16696 0.94288
H 2.15160 3.52656 0.96146
H -3.26420 2.11555 -0.95559
H -2.67562 3.36379 -2.04232
H -4.57912 3.73123 0.30945
H -4.76261 4.35245 -1.34166
H -3.76505 6.04534 0.51060
H -2.88898 5.89526 -1.02615
H -2.22533 4.59970 1.63787
H -1.11261 5.33193 0.46241
H -0.22662 -0.07745 0.99651
H -1.74818 0.82426 1.06361
H 0.14513 0.21320 3.36488
H -1.62333 0.11988 3.35847
H -0.50120 2.32150 4.44902
H -1.79477 2.57306 3.25453
H 1.21436 2.64056 2.79744
H 0.01911 3.84573 2.26842
*
```

Frontier orbital gap (eV): 5.80
Energy above the lowest of the compared OMol25 structures with the same formula, charge and spin (kcal per mole): 6.3
Molar mass (g mol⁻¹): 882.153
Energy (Ha): -2792.701640

***

# C28H53BN8RuS3

C28H53BN8RuS3 as an isolated structure (the ωB97M-V functional and the def2-TZVPD basis, OMol25).

Geometry as ORCA input:
```
! RIJCOSX wB97M-V def2-TZVPD def2/J DEFGRID3
* xyz 2 5
Ru 0.13573 -1.59160 -0.76092
C -0.56548 -1.74779 4.73286
C -1.68148 -2.01309 3.71650
C -3.00407 -2.17870 4.45922
C -1.42120 -3.31315 2.94798
N -1.77970 -0.81104 2.81587
C -2.82084 0.09224 2.88162
C -2.45229 1.19477 2.20150
N -1.17559 1.00425 1.71866
B -0.40808 2.30327 1.25600
N 1.14827 2.20192 1.37001
C 1.66270 2.03422 2.61478
C 3.01345 2.12434 2.54889
N 3.36419 2.35968 1.25495
C 2.20044 2.43703 0.51962
S 2.05037 2.83433 -1.11786
C 4.83785 2.50254 0.93322
C 5.19698 2.56151 -0.54594
C 5.52363 1.26762 1.52864
C 5.30596 3.79340 1.60768
N -0.94579 2.77731 -0.10275
C -1.23026 4.10738 -0.30027
C -1.70245 4.24854 -1.55126
N -1.74797 2.99499 -2.13296
C -1.25715 2.10414 -1.23289
S -1.04126 0.41409 -1.48861
C -2.30201 2.83471 -3.52505
C -2.93979 1.46626 -3.75952
C -1.15427 3.05634 -4.50892
C -3.38891 3.89773 -3.72377
C -0.79246 -0.24221 2.06254
S 0.68283 -0.98869 1.56046
H -0.52722 -2.56988 5.44669
H -0.76073 -0.82577 5.28306
H 0.40614 -1.67612 4.24798
H -2.94193 -3.08143 5.06437
H -3.83882 -2.30266 3.76726
H -3.20688 -1.34546 5.13198
H -1.14241 -4.08362 3.66645
H -0.60970 -3.21639 2.23396
H -2.32528 -3.65163 2.43972
H -3.73752 -0.09603 3.40731
H -2.99006 2.11239 2.03691
H -0.71661 3.12865 2.06486
H 1.02918 1.85405 3.46674
H 3.72876 2.06377 3.34836
H 4.87706 1.66906 -1.08195
H 6.28369 2.61715 -0.61255
H 4.80001 3.43994 -1.04002
H 5.07082 0.35835 1.12942
H 5.46219 1.24326 2.61591
H 6.57785 1.27169 1.25895
H 4.76106 4.64875 1.20584
H 6.36608 3.94759 1.41322
H 5.15973 3.76140 2.68790
H -1.06382 4.84574 0.46403
H -2.00238 5.14102 -2.06490
H -2.19058 0.69038 -3.86720
H -3.50907 1.50629 -4.68758
H -3.62549 1.20601 -2.95159
H -0.39470 2.28019 -4.39775
H -0.68442 4.02891 -4.35657
H -1.53812 3.01877 -5.52817
H -4.09137 3.90681 -2.88938
H -3.94728 3.66807 -4.62876
H -2.97373 4.89683 -3.84841
C -2.25659 -2.38922 -2.49379
N -1.87612 -2.64471 -1.08693
C -2.95900 -2.18819 -0.20257
C -1.62635 -4.08076 -0.88807
C -0.44117 -4.52916 -1.72186
N 0.77421 -3.72914 -1.43505
C 1.46409 -4.30137 -0.26051
C 1.67377 -3.79933 -2.60197
H -2.97794 -3.13411 -2.84590
H -1.38005 -2.40707 -3.14307
H -2.70894 -1.40649 -2.57460
H -3.87903 -2.75535 -0.38192
H -3.15633 -1.13529 -0.39543
H -2.66706 -2.30426 0.83751
H -2.50587 -4.66508 -1.18265
H -1.44662 -4.26167 0.17328
H -0.68592 -4.43182 -2.77849
H -0.24248 -5.58842 -1.53625
H 1.71515 -5.35152 -0.44011
H 0.82892 -4.24225 0.62334
H 2.38354 -3.75439 -0.06220
H 1.87472 -4.84118 -2.86869
H 2.62185 -3.31907 -2.37664
H 1.22440 -3.29499 -3.45663
C 2.06221 -0.99495 -1.24652
H 2.03309 -0.79862 -2.32314
H 2.81260 -1.75059 -1.01082
H 2.32509 -0.08344 -0.72669
*
```

Frontier orbital gap (spin up / spin down) (eV): 7.61 / 5.40
<S²>: 6.050
Molar mass (g mol⁻¹): 709.871
Energy (Ha): -2850.648446

***

What is the formula in the second record?
C28H53BN8RuS3

***

What is the formula in the second record?
C28H53BN8RuS3

***

What is the energy in the first record?
-2792.701640 Ha